Entry from the OMol25 dataset: a cluster of 2 separate species, C7H17N2OS2 in total (ωB97M-V/def2-TZVPD).

Results
* HOMO: -11.641 eV
* relative energy (zero: lowest compared OMol25 entry of this formula, charge and spin): 7.9 kcal per mole
* frontier orbital gap: 8.46 eV

```
! RIJCOSX wB97M-V def2-TZVPD def2/J DEFGRID3
* xyz 1 1
C -0.60 1.52 0.48
C 1.23 -0.61 -1.79
C 1.06 -2.42 -0.16
C 0.71 1.66 1.11
C 2.03 1.23 0.43
C 2.24 -0.30 0.42
C -4.34 -0.37 0.24
N -0.87 0.53 -0.25
N 1.11 -0.99 -0.37
O -1.93 0.47 -1.08
S -3.44 -0.49 1.76
S -4.68 1.02 -0.46
H -1.30 2.42 0.57
H 1.46 0.41 -2.01
H 2.15 -1.10 -2.15
H 0.36 -1.06 -2.29
H 1.66 -3.00 -0.81
H 1.28 -2.62 0.92
H -0.02 -2.58 -0.34
H 0.61 1.20 2.10
H 0.85 2.62 1.38
H 2.83 1.67 0.92
H 2.12 1.73 -0.54
H 2.44 -0.73 1.41
H 3.19 -0.42 -0.02
H -4.64 -1.28 -0.26
H 0.29 -0.56 -0.03
H -3.24 0.80 1.98
H -2.55 1.27 -1.16
*
```


Entry from the OMol25 dataset: a cluster of 3 separate species, C7H17N3 in total (ωB97M-V/def2-TZVPD).

Results
* HOMO (spin up / spin down): -6.044 / -5.694 eV
* relative energy (zero: lowest compared OMol25 entry of this formula, charge and spin): 161.1 kcal per mole
* frontier orbital gap (spin up / spin down): 7.01 / 6.66 eV

```
! RIJCOSX wB97M-V def2-TZVPD def2/J DEFGRID3
* xyz 0 1
C 1.12 -1.41 1.05
C -1.76 0.73 -2.06
C 1.53 -0.32 -1.72
C -0.13 -2.25 1.13
C 1.65 -0.89 2.36
N -0.85 1.69 -1.49
C 0.80 0.01 -0.50
C 0.06 0.63 0.28
N -1.61 2.65 -0.73
N -0.72 1.03 1.29
H 1.90 -1.87 0.45
H -2.46 2.94 -1.23
H -1.03 3.48 -0.63
H -0.21 1.42 2.07
H -1.40 1.73 0.89
H -1.21 0.04 -2.71
H -2.54 1.20 -2.69
H -2.29 0.13 -1.29
H 1.27 0.41 -2.49
H 1.27 -1.31 -2.09
H 2.61 -0.29 -1.55
H 0.04 -3.15 1.73
H -0.95 -1.70 1.61
H -0.46 -2.57 0.14
H 2.49 -0.21 2.22
H 1.99 -1.71 3.00
H 0.87 -0.38 2.94
*
```


Entry from the OMol25 dataset: a cluster of 2 separate species, C7H17N3OS in total (ωB97M-V/def2-TZVPD).

Results
* HOMO: -8.469 eV
* relative energy (zero: lowest compared OMol25 entry of this formula, charge and spin): 80.8 kcal per mole
* frontier orbital gap: 9.17 eV

```
! RIJCOSX wB97M-V def2-TZVPD def2/J DEFGRID3
* xyz 0 1
C -3.00 0.16 -0.37
C -1.50 -1.53 0.30
C -2.67 -0.38 -1.79
C -1.85 -2.31 -0.98
C 1.17 1.28 1.83
C 3.20 1.71 0.56
C 2.28 0.57 1.06
N 0.43 0.30 -1.10
N 1.62 -1.82 0.27
N -2.06 -0.45 0.62
O -2.83 -1.75 -1.74
S 1.94 -0.47 -0.43
H -2.84 1.28 -0.44
H -4.08 0.08 -0.16
H -0.68 -2.01 0.91
H 0.64 1.18 -1.40
H -3.34 0.03 -2.55
H -1.65 -0.15 -2.07
H -0.87 -2.42 -1.56
H -2.05 -3.31 -0.70
H 0.52 0.76 2.47
H 1.69 1.88 2.54
H 0.55 1.92 1.30
H 3.20 2.32 1.46
H 2.98 2.37 -0.31
H 4.20 1.35 0.46
H 2.94 -0.05 1.60
H -0.16 0.47 -0.24
H 2.02 -2.50 -0.34
*
```


Entry from the OMol25 dataset: a cluster of 2 separate species, C7H17N3P in total (ωB97M-V/def2-TZVPD).

Results
* HOMO: -12.431 eV
* relative energy (zero: lowest compared OMol25 entry of this formula, charge and spin): 72.9 kcal per mole
* frontier orbital gap: 9.56 eV

```
! RIJCOSX wB97M-V def2-TZVPD def2/J DEFGRID3
* xyz 1 1
C -3.19 -0.61 -0.62
C 2.36 0.15 -1.19
C -2.93 -1.57 0.47
C 2.57 1.20 -0.16
C -2.26 -2.91 0.00
C 3.73 0.98 0.71
C -1.15 0.13 0.95
N -2.06 -0.51 0.31
N -0.61 1.22 0.51
N 1.57 0.11 -0.03
P -1.35 2.43 -0.59
H -2.77 -0.79 -1.62
H -3.97 0.10 -0.61
H 1.71 0.47 -2.11
H 3.08 -0.57 -1.38
H -3.52 -1.64 1.44
H 2.27 2.31 -0.27
H -1.56 -3.27 0.79
H -1.67 -2.73 -0.90
H -3.02 -3.69 -0.25
H 3.83 1.68 1.49
H 4.71 1.02 0.00
H 3.61 0.01 1.06
H -0.64 -0.43 1.77
H 0.29 1.54 0.88
H 1.97 -0.58 0.59
H -0.80 3.41 0.25
H -0.16 2.54 -1.48
*
```


Entry from the OMol25 dataset: a cluster of 2 separate species, C7H17N5 in total (ωB97M-V/def2-TZVPD).

Results
* HOMO: -9.038 eV
* SMILES: [H]/N=C\N/C(C)=N/[H].[H]/N=C(/CC)NC
* frontier orbital gap: 9.73 eV

```
! RIJCOSX wB97M-V def2-TZVPD def2/J DEFGRID3
* xyz 0 1
H 2.15 3.63 0.80
N 1.73 3.09 1.55
C 1.52 1.90 1.14
N 1.82 1.33 -0.10
C 2.40 2.02 -1.18
C 2.57 1.14 -2.40
N 2.70 3.25 -1.06
H 3.11 3.56 -1.95
H 1.07 1.18 1.82
H 1.68 0.34 -0.23
H 1.65 0.61 -2.64
H 3.35 0.39 -2.20
H 2.85 1.75 -3.26
H -0.65 -4.06 0.98
N -0.47 -3.22 0.44
C -1.56 -2.53 0.36
C -1.48 -1.15 -0.30
C -1.52 0.05 0.65
N -2.79 -2.95 0.85
C -4.05 -2.42 0.42
H -2.27 -1.06 -1.06
H -0.51 -1.19 -0.78
H -2.52 0.15 1.09
H -0.82 -0.02 1.48
H -1.28 0.95 0.07
H -2.79 -3.93 1.11
H -4.22 -2.54 -0.67
H -4.15 -1.35 0.65
H -4.82 -2.97 0.96
*
```


Entry from the OMol25 dataset: a cluster of 2 separate species, C7H17NO in total (ωB97M-V/def2-TZVPD).

Results
* HOMO: -8.972 eV
* relative energy (zero: lowest compared OMol25 entry of this formula, charge and spin): 44.9 kcal per mole
* SMILES: CCN(C)C(C)=O.CC
* frontier orbital gap: 9.71 eV

```
! RIJCOSX wB97M-V def2-TZVPD def2/J DEFGRID3
* xyz 0 1
C -1.97 -0.11 -0.26
C -0.49 -0.37 0.03
N 0.28 -0.87 -1.10
C -0.20 -0.62 -2.43
C 1.42 -1.63 -1.00
C 2.10 -1.64 0.35
O 1.90 -2.13 -2.00
H -2.39 0.26 0.70
H -2.40 -1.10 -0.42
H -2.66 0.57 -0.77
H 0.01 0.58 0.31
H -0.38 -0.98 0.92
H -0.70 -1.47 -2.91
H -0.89 0.21 -2.61
H 0.58 -0.23 -3.10
H 1.50 -1.98 1.20
H 2.86 -2.42 0.20
H 2.62 -0.71 0.56
C -0.94 2.49 2.51
C -1.38 3.89 2.94
H -1.38 1.72 3.15
H -1.08 2.17 1.48
H 0.15 2.48 2.62
H -1.17 4.65 2.19
H -0.92 4.22 3.87
H -2.47 3.90 3.06
*
```


Entry from the OMol25 dataset: a cluster of 2 separate species, C7H17NO in total (ωB97M-V/def2-TZVPD).

Results
* HOMO: -9.666 eV
* relative energy (zero: lowest compared OMol25 entry of this formula, charge and spin): 109.9 kcal per mole
* SMILES: CC(N)=O.CCCCC
* frontier orbital gap: 10.37 eV

```
! RIJCOSX wB97M-V def2-TZVPD def2/J DEFGRID3
* xyz 0 1
C -2.54 1.18 -0.40
C -2.34 -0.10 0.26
N -2.85 -1.41 -0.22
O -1.92 0.03 1.35
H -3.60 1.12 -1.06
H -1.41 1.08 -0.79
H -2.67 1.96 0.62
H -2.06 -2.13 0.07
H -2.70 -1.27 -1.27
C 1.16 2.59 -0.23
C 1.03 1.30 0.49
C 1.48 -0.07 -0.21
C 1.30 -1.24 0.70
C 1.33 -2.60 -0.21
H 2.09 2.59 -0.78
H 0.30 2.87 -0.83
H 1.42 3.30 0.51
H 0.11 0.98 1.07
H 1.75 1.23 1.26
H 0.83 -0.38 -1.14
H 2.63 0.14 -0.32
H 0.34 -1.02 1.23
H 2.01 -1.20 1.45
H 2.11 -2.49 -0.82
H 1.57 -3.64 0.31
H 0.64 -2.81 -1.03
*
```


Entry from the OMol25 dataset: a cluster of 2 separate species, C7H17NO in total (ωB97M-V/def2-TZVPD).

Results
* HOMO: -9.192 eV
* relative energy (zero: lowest compared OMol25 entry of this formula, charge and spin): 24.8 kcal per mole
* SMILES: CCN(C)C(C)=O.CC
* frontier orbital gap: 10.02 eV

```
! RIJCOSX wB97M-V def2-TZVPD def2/J DEFGRID3
* xyz 0 1
C 2.52 1.92 0.60
C 1.31 1.95 -0.32
N 0.55 0.72 -0.34
C 1.30 -0.53 -0.31
C -0.71 0.65 -0.88
C -1.40 1.95 -1.15
O -1.22 -0.41 -1.21
H 3.36 1.38 0.16
H 2.28 1.55 1.58
H 2.94 2.92 0.64
H 0.78 2.85 -0.04
H 1.72 2.17 -1.31
H 2.37 -0.45 -0.38
H 1.16 -1.02 0.66
H 0.86 -1.18 -1.02
H -2.47 1.81 -1.08
H -1.12 2.81 -0.55
H -1.28 2.22 -2.20
C -1.92 -2.11 1.33
C -1.24 -3.19 0.51
H -2.40 -2.52 2.22
H -1.27 -1.29 1.57
H -2.81 -1.72 0.82
H -0.64 -2.81 -0.30
H -2.01 -3.72 -0.06
H -0.67 -3.94 1.06
*
```


Entry from the OMol25 dataset: a cluster of 3 separate species, C7H17NO in total (ωB97M-V/def2-TZVPD).

Results
* HOMO: -7.524 eV
* relative energy (zero: lowest compared OMol25 entry of this formula, charge and spin): 131.8 kcal per mole
* frontier orbital gap: 8.34 eV

```
! RIJCOSX wB97M-V def2-TZVPD def2/J DEFGRID3
* xyz 0 1
C 0.82 -0.21 -1.03
C 0.98 -1.69 -0.79
C -0.46 0.22 -1.55
C 2.03 0.48 -1.60
C 1.09 0.59 1.04
H 0.13 -2.09 -0.25
H 1.90 -1.90 -0.23
H 1.06 -2.22 -1.75
H -0.45 1.16 -2.10
H -1.18 0.41 -0.64
H -1.01 -0.55 -2.09
H 2.90 0.37 -0.94
H 2.29 0.05 -2.57
H 1.86 1.55 -1.74
H 2.05 0.10 0.91
H 1.12 1.64 0.76
H 0.98 0.46 2.11
N -1.12 -1.17 1.96
C -2.15 0.61 0.72
C -1.24 0.21 1.67
O -2.56 1.94 0.72
H -2.93 2.15 -0.14
H -0.36 -1.37 2.59
H -1.98 -1.58 2.30
H -2.82 -0.12 0.27
H -0.94 0.96 2.39
*
```


Entry from the OMol25 dataset: a cluster of 2 separate species, C7H17NO in total (ωB97M-V/def2-TZVPD).

Results
* HOMO: -9.353 eV
* relative energy (zero: lowest compared OMol25 entry of this formula, charge and spin): 36.8 kcal per mole
* SMILES: [H]/N=C\C(C)C.CC(C)O
* frontier orbital gap: 10.21 eV

```
! RIJCOSX wB97M-V def2-TZVPD def2/J DEFGRID3
* xyz 0 1
H 1.03 2.06 -0.46
N 0.89 1.38 -1.21
C 1.31 0.21 -0.92
C 2.33 -0.17 0.13
C 2.19 -1.66 0.45
C 2.20 0.69 1.39
H 1.21 -0.53 -1.71
H 3.32 0.00 -0.31
H 2.45 -2.27 -0.41
H 2.84 -1.95 1.27
H 1.16 -1.89 0.72
H 2.48 1.72 1.20
H 2.84 0.31 2.19
H 1.17 0.66 1.75
C -3.14 0.29 0.59
C -1.91 0.39 -0.30
C -2.17 -0.04 -1.73
O -0.83 -0.57 0.23
H -3.55 -0.72 0.57
H -3.90 0.98 0.23
H -2.91 0.56 1.63
H -1.51 1.41 -0.28
H -2.90 0.63 -2.18
H -1.25 0.03 -2.29
H -2.54 -1.06 -1.76
H -0.78 -0.44 1.18
*
```


Entry from the OMol25 dataset: a cluster of 2 separate species, C7H17NO in total (ωB97M-V/def2-TZVPD).

Results
* HOMO: -8.073 eV
* relative energy (zero: lowest compared OMol25 entry of this formula, charge and spin): 108.9 kcal per mole
* SMILES: CCN(C)C(C)=O.CC
* frontier orbital gap: 8.88 eV

```
! RIJCOSX wB97M-V def2-TZVPD def2/J DEFGRID3
* xyz 0 1
C 1.57 0.85 -1.29
C 0.34 -0.13 -1.40
N 0.55 -1.38 -0.66
C 1.68 -2.17 -1.00
C 0.24 -1.46 0.76
C 1.12 -0.75 1.61
O -0.50 -2.38 0.95
H 2.28 0.20 -0.86
H 1.10 1.83 -0.89
H 1.90 0.86 -2.40
H -0.63 0.41 -1.26
H 0.17 -0.27 -2.49
H 2.47 -1.60 -1.45
H 1.66 -2.95 -0.13
H 1.11 -2.90 -1.67
H 2.17 -0.91 1.61
H 1.03 0.36 1.51
H 1.09 -0.99 2.78
C -3.19 3.19 0.85
C -1.72 3.10 0.30
H -3.26 3.51 1.91
H -3.68 3.90 0.15
H -3.69 2.17 0.79
H -1.60 3.06 -0.78
H -1.25 2.23 0.80
H -1.03 3.98 0.49
*
```


Entry from the OMol25 dataset: a cluster of 2 separate species, C7H17NO in total (ωB97M-V/def2-TZVPD).

Results
* HOMO: -9.018 eV
* relative energy (zero: lowest compared OMol25 entry of this formula, charge and spin): 26.9 kcal per mole
* SMILES: CCN(C)C(C)=O.CC
* frontier orbital gap: 9.86 eV

```
! RIJCOSX wB97M-V def2-TZVPD def2/J DEFGRID3
* xyz 0 1
C -2.36 -0.02 -0.52
C -1.49 -0.91 0.42
N -0.36 -0.25 1.01
C -0.66 0.97 1.79
C 0.88 -0.83 1.20
C 0.90 -2.31 1.01
O 1.80 -0.16 1.61
H -2.37 1.03 -0.25
H -3.39 -0.36 -0.35
H -2.21 -0.27 -1.55
H -2.18 -1.28 1.18
H -1.07 -1.65 -0.22
H 0.09 1.25 2.46
H -0.90 1.74 1.07
H -1.60 0.74 2.29
H 1.12 -2.56 -0.03
H 1.71 -2.67 1.61
H -0.02 -2.82 1.27
C 1.99 1.81 -1.50
C 1.02 0.75 -2.02
H 2.54 1.40 -0.66
H 2.71 2.18 -2.25
H 1.50 2.75 -1.23
H 0.35 0.52 -1.19
H 1.60 -0.12 -2.33
H 0.37 1.07 -2.83
*
```


Entry from the OMol25 dataset: a cluster of 3 separate species, C7H17NO2 in total (ωB97M-V/def2-TZVPD).

Results
* HOMO: -9.063 eV
* relative energy (zero: lowest compared OMol25 entry of this formula, charge and spin): 50.7 kcal per mole
* SMILES: C=C(/C=C/C)CCN.O.O
* frontier orbital gap: 9.94 eV

```
! RIJCOSX wB97M-V def2-TZVPD def2/J DEFGRID3
* xyz 0 1
C -1.37 2.44 -0.26
C -1.35 1.12 -0.42
C -1.65 0.16 0.67
C -0.83 -0.23 1.64
C -1.16 -1.35 2.59
C -1.22 0.48 -1.80
C 0.05 -0.38 -1.91
N 1.17 0.29 -2.58
H -1.25 3.14 -1.10
H -1.53 3.00 0.65
H -2.66 -0.25 0.65
H 0.04 0.37 1.89
H -0.27 -1.84 2.96
H -1.73 -2.14 2.14
H -1.79 -0.97 3.40
H -2.15 -0.07 -1.96
H -1.16 1.34 -2.47
H 0.38 -0.62 -0.91
H -0.17 -1.32 -2.42
H 1.09 1.31 -2.51
H 1.08 0.18 -3.58
O 2.51 -1.35 2.39
H 2.65 -0.88 3.22
H 2.66 -0.69 1.69
O 2.99 -0.48 -0.26
H 3.12 -1.31 -0.74
H 2.56 0.04 -0.96
*
```


Entry from the OMol25 dataset: a cluster of 2 separate species, C7H18 in total (ωB97M-V/def2-TZVPD).

Results
* HOMO: -11.184 eV
* relative energy (zero: lowest compared OMol25 entry of this formula, charge and spin): 7.1 kcal per mole
* SMILES: CC(C)C.CCC
* frontier orbital gap: 12.26 eV

```
! RIJCOSX wB97M-V def2-TZVPD def2/J DEFGRID3
* xyz 0 1
C -1.01 -1.05 1.13
C 0.42 -0.63 1.47
C 0.46 0.63 2.34
C 1.22 -1.77 2.14
H -1.49 -1.57 1.95
H -0.95 -1.75 0.31
H -1.65 -0.20 0.87
H 0.95 -0.34 0.56
H 0.20 0.44 3.39
H 1.47 1.03 2.37
H -0.20 1.41 1.96
H 0.58 -2.59 2.45
H 1.92 -2.21 1.43
H 1.75 -1.40 3.02
C -0.91 -0.24 -2.40
C -0.20 1.00 -2.90
C 0.08 2.05 -1.81
H -1.78 -0.08 -1.77
H -1.14 -0.97 -3.18
H -0.24 -0.82 -1.77
H 0.76 0.68 -3.32
H -0.75 1.50 -3.71
H 0.17 1.58 -0.82
H 1.05 2.51 -1.98
H -0.72 2.77 -1.74
*
```


Entry from the OMol25 dataset: a cluster of 2 separate species, C7H18BClN4O7 in total (ωB97M-V/def2-TZVPD).

Results
* HOMO: -8.313 eV
* relative energy (zero: lowest compared OMol25 entry of this formula, charge and spin): 9.3 kcal per mole
* frontier orbital gap: 7.40 eV

```
! RIJCOSX wB97M-V def2-TZVPD def2/J DEFGRID3
* xyz 0 1
N 4.01 -1.69 -0.64
C 3.50 -0.37 -0.88
N 2.69 0.18 0.22
C 1.47 0.67 0.12
N 0.78 1.15 1.17
C -0.64 1.29 0.72
C -0.68 0.43 -0.55
C -0.70 -1.09 -0.30
C -2.01 -1.83 -0.55
C -1.79 -3.35 -0.50
O -1.36 -3.83 -1.77
B -1.75 1.07 -1.57
O -3.09 0.81 -1.43
O -1.34 2.00 -2.49
N 0.73 0.80 -1.01
H 4.28 -1.82 0.33
H 3.28 -2.37 -0.82
H 2.91 -0.40 -1.79
H 4.32 0.32 -1.06
H 3.12 0.18 1.13
H 0.90 0.63 2.03
H -0.77 2.34 0.50
H -1.37 1.08 1.49
H -0.47 -1.25 0.76
H 0.09 -1.59 -0.86
H -2.41 -1.63 -1.54
H -2.75 -1.58 0.20
H -2.69 -3.87 -0.20
H -1.00 -3.55 0.23
H -0.44 -4.04 -1.74
H -3.48 0.33 -2.15
H -0.87 1.65 -3.25
H 1.03 0.24 -1.80
O -1.61 4.79 4.17
Cl -0.70 3.83 3.62
O -0.42 2.79 4.58
O 0.52 4.46 3.20
O -1.32 3.20 2.45
*
```


Entry from the OMol25 dataset: a structure of composition C7H18ClGaI2O2P2 (ωB97M-V/def2-TZVPD).

Results
* HOMO: -13.654 eV
* frontier orbital gap: 5.76 eV

```
! RIJCOSX wB97M-V def2-TZVPD def2/J DEFGRID3
* xyz 2 1
I -3.56 -1.59 -0.30
I -3.48 1.39 -0.06
Ga 1.24 -0.21 -0.48
P 0.31 -0.13 -2.54
C -1.37 -0.05 -3.23
C 1.16 1.32 -3.26
H 1.99 -1.90 -2.92
H 1.24 -1.31 -4.43
H 0.33 -2.41 -3.36
C 1.05 -1.58 -3.39
H 2.11 1.54 -2.75
H 1.35 1.13 -4.32
H -1.28 0.01 -4.32
H -1.91 0.82 -2.84
H 0.50 2.19 -3.16
H -1.94 -0.96 -2.95
C -5.17 -0.07 0.05
O -6.31 -0.05 0.33
Cl 3.41 -0.24 -0.34
C 0.65 -1.43 3.76
P 0.73 0.02 2.70
C -0.66 1.14 3.01
C 2.26 0.87 3.06
O 0.63 -0.55 1.24
H -0.40 -1.76 3.79
H 1.00 -1.21 4.77
H 1.27 -2.20 3.29
H -0.55 1.65 3.98
H -0.70 1.89 2.21
H -1.59 0.55 3.02
H 3.10 0.24 2.75
H 2.29 1.83 2.52
H 2.32 1.06 4.14
*
```


Entry from the OMol25 dataset: a structure of composition C7H18ClI2O4P2Yb (ωB97M-V/def2-TZVPD).

Results
* HOMO (spin up / spin down): -14.587 / -14.580 eV
* frontier orbital gap (spin up / spin down): 5.11 / 5.11 eV

```
! RIJCOSX wB97M-V def2-TZVPD def2/J DEFGRID3
* xyz 2 2
I -1.43 -2.18 -0.38
I -1.17 1.59 -0.82
Yb 0.59 -0.29 1.06
P 0.16 0.15 -2.69
C -1.27 0.03 -3.85
C 1.16 1.42 -3.55
H 2.07 -1.35 -2.72
H 1.19 -1.32 -4.31
H 0.53 -2.26 -2.92
C 1.09 -1.36 -3.21
H 2.12 1.50 -3.03
H 1.31 1.06 -4.58
H -0.88 -0.12 -4.86
H -1.86 0.95 -3.80
H 0.63 2.38 -3.56
H -1.88 -0.83 -3.55
C -3.57 -0.55 0.69
O -4.32 0.23 1.02
Cl 2.52 0.15 -0.48
C 0.85 -2.36 3.52
O 1.26 -1.00 3.16
P 0.87 0.45 4.03
O 0.11 -0.08 5.34
C -1.20 -0.70 5.45
O -0.44 0.70 2.93
C -1.59 1.57 3.17
H 1.57 -3.03 3.03
H -0.16 -2.59 3.13
H 0.88 -2.50 4.61
H -1.40 -1.40 4.63
H -1.16 -1.24 6.41
H -1.99 0.06 5.50
H -1.68 2.21 2.29
H -1.45 2.19 4.08
H -2.49 0.95 3.28
*
```


Calculated max |F|, 0.11069, 0.09280, 0.09111, 0.09996, 0.02220, 0.05941, 0.08801, 0.02993, 0.05128, 0.04844, 0.12720, 0.04952, 0.02828, 0.01513, 0.02819, 0.06850, 0.06358 hartree/bohr (same order as the records).
Calculated molar mass, 209.36, 143.23, 191.30, 174.21, 171.25, 131.22, 131.22, 131.22, 131.22, 131.22, 131.22, 131.22, 147.22, 102.22, 316.51, 555.15, 690.47 g/mol (same order as the records).